ORCA calculation (ωB97M-V/def2-TZVPD) on a structure of composition C3H2HgO4 at a distorted geometry.

ORCA input file:
```
! wB97M-V def2-TZVPD RIJCOSX def2/J DEFGRID3
* xyz 1 2
H 1.463 -0.057 -0.770
C 2.179 -1.905 0.307
C 1.126 -0.892 -0.126
O 0.003 -0.945 0.334
C -2.499 2.942 0.127
O -2.236 3.984 -0.294
O -2.854 1.831 0.182
O 3.231 -1.557 0.760
Hg -2.409 -0.566 -0.216
H 1.997 -2.835 -0.304
*
```

Output
- M (g mol⁻¹) = 302.63
- E (a.u.) = -569.5527
- HOMO (spin up / spin down) (eV) = -13.96 / -13.99
- gap between HOMO and LUMO (spin up / spin down) (eV) = 9.3319 / 5.9153

ORCA calculation (ωB97M-V/def2-TZVPD) on a structure of composition C3H2I2 at a distorted geometry.

ORCA input file:
```
! wB97M-V def2-TZVPD RIJCOSX def2/J DEFGRID3
* xyz 0 1
C 0.360 -1.460 0.379
C -0.169 -0.465 0.866
C -1.278 0.119 1.432
I -1.166 1.592 3.008
I -3.241 -0.568 1.068
H 1.080 -2.146 -0.080
H -0.283 1.972 -0.012
*
```

Output
- M (g mol⁻¹) = 291.86
- E (a.u.) = -710.6547
- HOMO (spin up / spin down) (eV) = -9.56 / -8.14
- gap between HOMO and LUMO (spin up / spin down) (eV) = 8.3341 / 7.3829

ORCA calculation (ωB97M-V/def2-TZVPD) on the ion C3H2IN2 with charge +1 at a distorted geometry.

ORCA input file:
```
! wB97M-V def2-TZVPD RIJCOSX def2/J DEFGRID3
* xyz 1 1
C -0.203 2.077 0.070
C 0.692 -0.114 -0.207
C -0.352 0.023 0.764
N 0.656 2.461 -0.607
N -0.844 1.166 0.819
I 2.643 -0.492 0.007
H 0.381 0.289 -1.103
H -0.854 -0.763 1.333
*
```

Output
- M (g mol⁻¹) = 192.97
- E (a.u.) = -522.2732
- HOMO (spin up / spin down) (eV) = -15.84 / -15.84
- gap between HOMO and LUMO (spin up / spin down) (eV) = 7.5272 / 7.5261

Which of these has the lowest E? C3H2I2